1.
DFT (ωB97M-V/def2-TZVPD) results for a 2-piece molecular cluster, C6H15NS overall at a distorted geometry.

Each line ends with the Löwdin charge.
CARTESIAN COORDINATES (ANGSTROEM)
C 0.26993 1.12033 0.66197  -0.2792
N -0.06455 0.93301 -0.72888  0.0619
C -0.53925 -0.38912 -1.15142  -0.5200
C 0.35722 -1.60123 -0.79215  -0.7342
S -0.19411 -2.64242 0.61242  0.1213
C -0.75100 -0.30883 -2.65780  -0.1142
C -0.85805 0.87913 1.72156  -0.2761
C -0.30225 0.45130 3.05312  -0.1426
H 1.07654 0.42897 0.96932  0.1055
H 0.60121 2.15645 0.79259  0.0917
H -1.53113 -0.57021 -0.71734  0.1026
H 2.78368 0.71005 -1.49465  0.0118
H 0.37894 -2.28582 -1.64155  0.0195
H 1.38239 -1.23919 -0.66117  0.0156
H 3.17719 0.30796 -1.98844  0.0225
H -1.20704 -1.19257 -3.09616  0.0655
H -1.32447 0.58216 -2.89273  0.0533
H 0.21175 -0.17249 -3.17874  0.0659
H -1.53414 0.13600 1.30935  0.0673
H -1.51092 1.77523 1.72984  0.0981
H -1.03453 0.36408 3.85047  0.0589
H 0.11002 -0.55473 2.91092  0.0401
H 0.50256 1.11192 3.38946  0.0649

Cartesian forces (eV/Å) of the 3 atoms listed first:
-0.374 -0.452 0.533
-0.084 -0.409 0.198
-0.031 0.173 -0.174

Properties
HOMO (spin up / spin down)   -0.0941 / -0.0933 hartree
Orbital gap (spin up / spin down)   6.543 / 5.979 eV
<S²>   0.755
DFT total energy   -690.48027 hartree
Energy relative to the best compared isomer or geometry (same formula, charge and spin)   0.759 eV
Spin multiplicity   2
Total charge   -1
Lowest unoccupied orbital energy (spin up / spin down)   3.984 / 3.440 eV

=====

2.
DFT (ωB97M-V/def2-TZVPD) results for C36H46HgN7O3PSb as an isolated structure at a distorted geometry.

Each line ends with the Löwdin charge.
CARTESIAN COORDINATES (ANGSTROEM)
Hg -0.06639 0.21727 -0.17840  1.2550
C -2.43068 -2.17006 0.62618  -0.0334
C -2.48793 -1.35152 1.88312  -0.3236
C -3.42107 -1.60911 2.88614  -0.0249
C -3.43631 -0.81060 4.01467  -0.0647
C -2.51225 0.21959 4.12066  -0.1169
C -1.61087 0.40666 3.08302  -0.4529
N -1.61229 -0.35547 1.98663  0.0250
Sb -0.14589 1.98354 3.14889  1.5173
C 1.53697 0.67539 2.88167  -0.4946
C 2.78320 1.19874 3.18210  -0.1340
C 3.88463 0.36657 3.04742  -0.0539
C 3.68594 -0.94390 2.66736  -0.0170
C 2.38880 -1.40089 2.43440  -0.3298
C 2.12365 -2.83572 2.08689  -0.0280
N 1.33502 -0.59001 2.53246  0.0696
C -0.89641 2.74232 1.23721  -0.4292
C -1.18304 4.09667 1.24287  -0.1322
C -1.91361 4.64901 0.19832  -0.0441
C -2.40040 3.81805 -0.79026  -0.0141
C -2.10241 2.45944 -0.75259  -0.3126
C -2.69571 1.51729 -1.75479  -0.0375
N -1.32484 1.96315 0.22230  -0.0485
H -2.79623 -3.18232 0.79221  0.0837
H -1.40396 -2.21438 0.26290  0.0249
H -3.04396 -1.71251 -0.15419  0.0844
H -4.12292 -2.42489 2.77436  0.1118
H -4.15366 -0.99112 4.80522  0.1075
H -2.48189 0.85692 4.99477  0.0876
H 2.89808 2.23777 3.46436  0.0877
H 4.88346 0.74390 3.22236  0.1120
H 4.52264 -1.61720 2.53818  0.1189
H 2.14433 -3.44857 2.99202  0.0819
H 2.87567 -3.21886 1.39723  0.0796
H 1.14399 -2.92848 1.62979  0.0614
H -0.83429 4.71269 2.06163  0.0820
H -2.11813 5.71120 0.17056  0.1127
H -3.00964 4.20287 -1.59594  0.1190
H -3.74093 1.33485 -1.49227  0.0931
H -2.16113 0.57061 -1.77859  0.0397
H -2.66153 1.94225 -2.75648  0.0666
O 4.05138 0.83824 -0.43164  -0.0056
C 2.87998 0.46198 -0.36353  -0.6226
O 1.92041 1.20334 0.09433  -0.2342
C 2.51000 -0.90940 -0.82456  -0.2258
C 3.46584 -1.72240 -1.41086  -0.0530
C 3.15147 -2.96965 -1.91823  -0.1182
C 1.78174 -3.37759 -1.86789  -0.1180
C 0.86327 -2.56078 -1.29393  -0.2076
N 1.18309 -1.36527 -0.71524  -0.1044
H 4.47457 -1.33248 -1.44389  0.1130
H 3.90682 -3.60646 -2.35552  0.0819
H 1.46119 -4.32702 -2.27377  0.0885
H -0.17864 -2.85281 -1.23484  0.0827
O 0.04857 0.97992 -2.72584  -0.3217
P 1.20879 1.59281 -3.42525  0.5533
N 2.08204 0.41095 -4.18382  -0.1669
C 3.36787 0.59384 -4.87836  -0.1905
C 3.33175 -0.40900 -6.03407  -0.1674
C 2.38205 -1.48876 -5.52620  -0.1698
C 1.31026 -0.66770 -4.82795  -0.1963
N 0.63286 2.70972 -4.52181  -0.1795
C 1.36499 3.87571 -5.00394  -0.2066
C 0.26562 4.75849 -5.58331  -0.1724
C -0.68408 3.73228 -6.20093  -0.1703
C -0.65824 2.57004 -5.20265  -0.1900
N 2.22855 2.42789 -2.44867  -0.1693
C 3.68666 2.62924 -2.52002  -0.1874
C 3.97219 3.71840 -1.47690  -0.1504
C 2.76324 3.66440 -0.54824  -0.1725
C 1.62555 3.38438 -1.51411  -0.2008
H 4.19032 0.36938 -4.19605  0.1104
H 3.50038 1.61241 -5.24710  0.0955
H 4.32578 -0.78235 -6.27742  0.1087
H 2.91460 0.06019 -6.92884  0.1089
H 2.88322 -2.12505 -4.79879  0.1014
H 1.97240 -2.11036 -6.32210  0.1103
H 0.74529 -1.22446 -4.08374  0.1027
H 0.61166 -0.27033 -5.57756  0.1037
H 2.08511 3.61627 -5.79263  0.1109
H 1.91708 4.35278 -4.19536  0.0998
H 0.64765 5.47954 -6.30524  0.1082
H -0.23675 5.30304 -4.78081  0.1110
H -0.30086 3.41138 -7.17135  0.1096
H -1.69173 4.11878 -6.34899  0.1057
H -0.76357 1.60344 -5.69926  0.1025
H -1.47538 2.64908 -4.47931  0.0921
H 4.00989 2.95165 -3.51168  0.0955
H 4.19947 1.70301 -2.26023  0.0898
H 4.03999 4.69665 -1.96072  0.1023
H 4.90872 3.52693 -0.95632  0.1110
H 2.61228 4.58360 0.01938  0.1089
H 2.85769 2.81918 0.13504  0.0793
H 1.31685 4.30569 -2.03163  0.1107
H 0.75187 2.94569 -1.03172  0.0735

Cartesian forces (eV/Å) of the 3 atoms listed first:
-0.242 -0.345 0.001
-0.019 -0.006 0.017
-0.072 -0.072 -0.013

Properties
HOMO (spin up / spin down)   -0.1563 / -0.2843 hartree
Orbital gap (spin up / spin down)   4.148 / 7.635 eV
<S²>   0.768
DFT total energy   -2743.46463 hartree
Spin multiplicity   2
Lowest unoccupied orbital energy (spin up / spin down)   -0.104 / -0.102 eV

=====

3.
DFT (ωB97M-V/def2-TZVPD) results for a 2-piece molecular cluster, C9H13N4 overall at a distorted geometry.

Each line ends with the Löwdin charge.
CARTESIAN COORDINATES (ANGSTROEM)
C 3.37089 1.05997 0.00451  -0.0556
C 2.98840 0.19666 -0.95107  -0.0238
C 2.44576 1.47537 1.00440  0.0062
C 1.62223 -0.37761 -0.99454  -0.0817
C 1.17266 0.99552 1.05267  0.0078
C 0.71028 0.05209 0.10166  -0.1631
C -2.55384 -1.39793 -0.39042  -0.1587
C -1.07380 -1.34052 -0.82591  -0.1027
C -1.49261 -0.20180 1.23231  -0.1626
N -3.09802 2.99916 -0.80633  0.0705
N -2.25611 2.55814 -0.25847  0.0262
N -2.52318 -1.16863 1.03763  -0.0215
N -0.49271 -0.45956 0.16221  -0.0101
H 4.36939 1.46601 0.02441  0.1195
H 3.66432 -0.10922 -1.73503  0.1255
H 2.77013 2.19693 1.73830  0.1286
H 1.69814 -1.47387 -0.98764  0.1561
H 0.49533 1.35060 1.81320  0.1148
H -3.10934 -0.58195 -0.86010  0.1190
H -3.03684 -2.33910 -0.63419  0.1299
H -0.60101 -2.32803 -0.77769  0.1400
H -0.95251 -0.93934 -1.83305  0.1317
H -1.89817 0.80817 1.07825  0.0819
H -1.04015 -0.27304 2.22206  0.1423
H 1.17542 -0.14344 -1.96988  0.1531
H -2.35466 -2.02459 1.55268  0.1267

Cartesian forces (eV/Å) of the 3 atoms listed first:
0.350 -0.352 -0.672
0.189 0.316 0.330
-0.783 -0.297 0.061

Properties
HOMO (spin up / spin down)   -0.4772 / -0.4772 hartree
Orbital gap (spin up / spin down)   8.320 / 8.320 eV
DFT total energy   -569.55003 hartree
Energy relative to the best compared isomer or geometry (same formula, charge and spin)   0.000 eV
Spin multiplicity   1
Total charge   +1
Lowest unoccupied orbital energy (spin up / spin down)   -4.666 / -4.666 eV

=====

4.
DFT (ωB97M-V/def2-TZVPD) results for C2H7OPS in the gas phase at a distorted geometry.

Each line ends with the Löwdin charge.
CARTESIAN COORDINATES (ANGSTROEM)
C -1.59012 0.35795 0.06086  -0.1773
C 1.48135 0.87285 -0.36499  -0.9003
O 0.46231 -1.81871 -0.02085  -0.3218
P 0.19113 -0.21855 -0.02356  0.4266
S 2.97600 0.70545 0.22366  0.6573
H -2.21117 -0.25329 -0.55229  0.0354
H -1.89808 -0.01778 0.99846  0.0186
H -1.61983 1.38689 -0.11345  0.0257
H 1.16797 1.55034 -1.20958  0.0458
H 0.48528 -0.15030 1.41019  0.0092
H 0.17431 -0.23209 -1.41729  0.0243
H 0.38083 -2.18274 1.00884  0.1564

Cartesian forces (eV/Å) of the 3 atoms listed first:
1.864 -2.052 0.132
1.413 2.433 -0.993
-0.732 -1.753 3.679

Properties
HOMO   -0.3212 hartree
Orbital gap   8.127 eV
DFT total energy   -895.07298 hartree
Energy relative to the best compared isomer or geometry (same formula, charge and spin)   3.894 eV
Spin multiplicity   1
Lowest unoccupied orbital energy   -0.614 eV
SMILES string   C[PH2](O)C=S

=====

- Which of these has the highest DFT total energy?
  C9H13N4

=====

- Number 4 is which compound?
  C2H7OPS